--- w ---
The following is a quantum chemistry calculation of a cluster of 2 separate species, CH2O2S2 in total, from the Open Molecules 2025 dataset.

```
7
CH2O2S2 (wB97M-V/def2-TZVPD)
C -0.27084 -1.18456 0.40680
O 1.99225 0.84337 0.06124
O 0.93726 1.40521 0.67394
S 1.25202 -1.40521 0.22848
S -1.46471 -0.06455 0.38436
H 2.18805 1.07210 -0.87983
H -2.66115 -0.97864 0.24380
```

Computed properties:
orbital gap (spin up / spin down) = 8.9 / 6.3 eV

So, what does the Mulliken scheme give us? The charges, in e, come out as: 0.307 -0.238 -0.385 -0.088 -0.106 0.352 0.158

--- x ---
The following is a quantum chemistry calculation of the molecule CH2O2S2, from the Open Molecules 2025 dataset.

```
7
CH2O2S2 (wB97M-V/def2-TZVPD)
C -0.27780 0.00465 -0.08119
O 1.93466 0.75915 0.09598
O 0.55824 1.08767 0.07284
S -1.89588 0.59853 -0.05070
S 0.09921 -1.61036 -0.32093
H -2.33276 -0.63999 0.11935
H 1.91431 -0.19966 0.16464
```

Computed properties:
SMILES = OOC(=S)S
orbital gap = 9.4 eV

So, what does the Mulliken scheme give us? The charges, in e, come out as: 0.402 -0.246 -0.132 -0.137 -0.340 0.162 0.291

Verdict on stability: w comes out at the bottom.